No. 1
# C33H47F16N4O7Si

A cluster of 3 separate species, C33H47F16N4O7Si in total at a distorted geometry (ωB97M-V with the def2-TZVPD basis set, the Open Molecules 2025 dataset).

XYZ file:
```
108
Properties=species:S:1:pos:R:3:forces:R:3:mulliken_charge:R:1
C 8.657 -2.335 3.579 0.023 -0.497 -0.489 -0.838
C 8.251 -3.177 2.291 0.941 0.595 1.216 -0.408
O 7.039 -2.633 1.764 0.830 -0.329 -0.840 -0.172
C 6.759 -3.128 0.445 -0.817 -0.328 0.080 -0.754
C 6.223 -1.970 -0.485 1.351 -1.396 0.817 -0.494
O 5.184 -1.277 0.188 0.316 0.545 -0.605 -0.229
C 4.735 -0.133 -0.570 -0.522 -0.992 -0.532 -0.559
C 3.183 -0.047 -0.387 0.341 -0.185 -1.468 -0.240
O 2.708 1.057 0.406 -0.777 -0.387 0.532 -0.394
C 2.100 0.621 1.611 0.921 -1.287 -0.062 -0.638
N 1.262 1.670 2.210 2.994 -0.227 -0.006 -0.114
C 1.745 2.741 2.890 -2.018 1.749 1.441 0.304
C 3.145 3.266 3.238 -0.015 -0.293 -0.127 -0.336
C 4.218 2.215 3.673 1.751 0.305 -1.417 0.228
O 4.091 1.473 4.605 -0.764 -0.080 0.060 -0.527
C 5.532 2.202 2.844 1.086 0.743 -0.993 0.544
C 6.239 0.968 2.587 0.078 1.780 -0.196 -0.095
C 7.428 1.014 1.778 -0.665 0.925 0.106 -0.327
C 7.932 2.255 1.218 -1.340 0.118 0.973 -0.441
C 7.263 3.514 1.495 -0.896 -2.166 0.829 -0.752
C 6.070 3.451 2.308 0.409 -0.700 -0.430 -0.413
N 0.704 3.531 3.355 0.506 -3.448 -2.183 -0.736
C -0.399 2.843 2.879 -0.008 1.003 0.471 0.255
N -1.603 3.335 3.162 -0.856 0.104 -0.339 -0.147
C -2.924 2.794 2.816 -0.940 0.097 0.805 -0.675
N -0.115 1.716 2.156 0.720 1.095 0.761 1.057
C -0.912 0.718 1.441 -1.986 -0.124 -0.266 -1.478
C -1.752 -0.257 2.356 -0.144 -0.549 -0.857 0.396
O -1.828 -1.538 1.672 -0.838 0.559 0.719 -0.387
Si -3.334 -2.272 2.092 -1.257 -1.398 0.368 0.611
C -3.335 -4.161 1.803 0.862 0.291 0.008 -1.129
C -3.699 -2.046 3.968 0.672 0.631 -0.640 -1.020
C -4.835 -1.557 1.178 -0.379 0.802 -0.298 -0.556
H 7.876 -1.562 3.772 0.549 -0.710 0.025 0.089
H 9.631 -1.812 3.426 -0.769 -0.361 0.055 0.269
H 8.788 -3.024 4.449 -0.286 0.765 -0.581 0.314
H 8.160 -4.256 2.587 -0.194 0.796 -0.466 0.369
H 9.094 -3.082 1.559 -0.785 -0.186 0.282 0.351
H 7.660 -3.630 -0.007 -0.700 0.759 0.231 0.417
H 5.998 -3.950 0.562 0.424 0.800 -0.293 0.277
H 5.877 -2.486 -1.423 0.133 0.740 0.576 0.430
H 7.117 -1.321 -0.702 -0.949 -0.235 0.036 0.293
H 5.289 0.806 -0.328 -0.474 -0.655 0.034 0.182
H 4.911 -0.404 -1.650 -0.169 0.597 0.836 0.525
H 2.732 0.078 -1.410 0.316 0.062 0.971 0.107
H 2.846 -1.052 -0.027 0.215 0.897 0.055 0.306
H 1.510 -0.323 1.448 0.209 1.054 0.200 0.623
H 2.933 0.312 2.305 -1.005 0.625 -0.088 0.299
H 3.014 3.965 4.107 -0.152 -0.683 -0.816 0.342
H 3.508 3.876 2.376 -0.310 -0.633 0.589 0.257
H 5.813 0.042 3.036 0.661 0.629 -0.615 0.348
H 7.931 0.046 1.573 -0.297 0.859 0.094 0.320
H 8.832 2.250 0.572 -0.679 -0.091 0.551 0.384
H 7.614 4.488 1.088 -0.248 -0.994 0.416 0.387
H 5.559 4.421 2.515 0.393 -0.956 -0.111 0.339
H -1.602 4.184 3.724 0.281 -0.448 -0.310 0.314
H -3.146 1.911 3.473 0.143 0.590 -0.867 0.300
H -3.691 3.560 3.103 0.835 -0.596 -0.315 0.382
H -3.085 2.593 1.735 0.347 0.035 0.782 0.143
H -0.347 0.103 0.708 0.114 0.701 0.825 0.727
H -1.663 1.290 0.833 0.893 -0.455 0.394 -0.112
H -2.813 0.114 2.395 1.149 0.116 0.426 -0.096
H -1.324 -0.418 3.374 -0.245 0.448 -0.668 0.273
H -3.659 -4.449 0.777 0.332 0.150 0.752 0.314
H -2.275 -4.497 1.985 -1.034 -0.052 -0.261 0.312
H -3.998 -4.656 2.560 0.556 0.486 -0.682 0.321
H -4.084 -1.000 4.098 0.301 -0.919 0.282 0.260
H -2.720 -2.168 4.504 -1.054 0.052 -0.054 0.274
H -4.464 -2.780 4.314 0.691 0.582 -0.219 0.407
H -4.738 -1.525 0.065 -0.017 -0.132 0.875 -0.187
H -5.113 -0.514 1.506 0.325 -0.877 -0.285 0.337
H -5.747 -2.177 1.407 0.952 0.382 -0.129 0.385
C -0.620 2.131 -3.657 0.145 0.772 0.153 -0.765
C 0.050 1.062 -4.540 0.317 -0.050 0.765 0.946
C -0.841 0.354 -5.561 -0.095 -0.331 -0.870 0.014
F -1.886 -0.284 -4.996 0.118 0.102 0.018 -0.183
F -0.126 -0.582 -6.227 0.197 0.187 0.182 -0.278
F 0.686 0.171 -3.742 -0.110 -0.095 -0.098 -0.250
F 1.031 1.701 -5.238 -0.360 0.062 -0.221 -0.331
O -1.079 1.728 -2.361 -0.447 -0.985 -0.238 -0.251
C -2.314 1.089 -2.271 0.529 1.388 -0.790 0.736
C -2.193 -0.386 -1.876 0.309 -0.767 0.255 0.942
F -1.354 -1.059 -2.682 -0.001 0.229 0.171 -0.213
F -3.396 -1.006 -1.957 0.333 0.328 0.240 -0.200
F -3.000 1.272 -3.412 -0.348 -0.340 0.337 -0.285
F -3.009 1.741 -1.305 0.017 -0.374 0.293 -0.304
H 0.157 2.865 -3.439 0.086 -0.220 0.043 0.402
H -1.387 2.688 -4.197 -0.069 -0.296 -0.067 0.296
H -1.229 1.067 -6.296 0.063 0.113 0.106 0.311
H -1.822 -0.485 -0.853 -0.127 0.129 0.035 -0.686
C -8.782 0.463 -3.689 -0.337 0.517 0.488 -0.749
C -8.636 0.165 -5.193 0.697 0.533 0.275 0.881
C -8.970 -1.256 -5.650 -0.387 -0.502 -0.581 0.083
F -8.215 -2.196 -5.048 -0.066 0.133 -0.032 -0.190
F -8.754 -1.376 -6.982 0.005 0.293 0.068 -0.276
F -7.396 0.530 -5.593 -0.059 -0.199 -0.061 -0.255
F -9.496 1.006 -5.837 -0.270 -0.346 0.094 -0.332
O -7.610 0.369 -2.875 0.358 -0.903 -0.496 -0.370
C -7.213 -0.894 -2.436 -1.406 0.806 0.118 0.662
C -5.908 -1.368 -3.083 0.549 -0.098 -0.373 0.760
F -5.960 -1.311 -4.429 -0.066 0.142 0.170 -0.222
F -5.651 -2.658 -2.754 -0.227 0.092 0.328 -0.314
F -8.230 -1.762 -2.600 0.383 -0.326 0.182 -0.294
F -7.028 -0.786 -1.097 0.422 -0.094 -0.206 -0.224
H -9.060 1.516 -3.621 0.182 -0.021 -0.163 0.399
H -9.620 -0.076 -3.244 0.133 -0.217 -0.175 0.326
H -10.023 -1.485 -5.458 0.003 0.144 0.076 0.289
H -5.071 -0.755 -2.758 -0.501 0.098 0.009 -0.191
```
Forces are in eV/Å.

Results
Energy (hartree): -3918.407397
Charge: +1
E_HOMO (eV): -11.5
Kohn-Sham gap (eV): 9.2

=====

No. 2
# C33H47F3HgN9O3

A structure of composition C33H47F3HgN9O3 (ωB97M-V with the def2-TZVPD basis set, the Open Molecules 2025 dataset).

XYZ file:
```
96
Properties=species:S:1:pos:R:3:forces:R:3:mulliken_spin:R:1
Hg 0.133 -1.391 1.495 0.321 -0.626 -0.618 0.001
N 1.607 0.604 1.587 0.076 0.157 0.074 0.033
C 2.008 0.918 2.961 -0.160 0.066 -0.092 -0.004
C 3.230 1.814 3.106 0.032 0.039 0.037 0.002
C 4.493 1.366 2.352 0.009 0.010 0.066 0.000
C 4.867 2.174 1.111 0.028 0.090 -0.183 0.001
N 4.165 1.827 -0.123 -0.151 -0.448 0.372 -0.005
C 3.029 2.371 -0.581 0.131 0.612 0.170 0.019
N 2.499 3.475 -0.021 0.061 -0.393 -0.045 0.001
N 2.514 1.896 -1.702 -0.280 -0.347 -0.175 0.024
C 0.725 1.549 3.586 0.049 -0.477 0.283 0.000
O 0.781 2.767 3.886 0.122 0.076 0.185 -0.001
O -0.249 0.776 3.646 0.176 0.182 0.056 0.001
H 2.347 0.286 0.977 0.046 -0.060 0.041 0.000
H 1.086 1.363 1.155 -0.060 -0.136 -0.190 -0.023
H 2.198 -0.026 3.479 0.018 -0.063 -0.036 0.000
H 3.455 1.853 4.175 -0.007 0.037 0.008 0.000
H 2.956 2.845 2.857 -0.009 -0.002 -0.040 -0.001
H 4.436 0.303 2.090 -0.014 0.003 -0.014 0.000
H 5.354 1.457 3.021 -0.008 -0.035 0.005 0.000
H 5.925 2.015 0.888 0.018 0.043 0.028 0.000
H 4.737 3.242 1.287 -0.016 0.002 -0.002 0.000
H 4.292 0.866 -0.418 0.070 0.044 -0.066 -0.002
H 2.468 3.497 0.990 0.156 0.088 0.016 -0.001
H 1.609 3.773 -0.425 0.008 0.077 0.009 -0.002
H 2.839 0.998 -2.036 0.057 0.049 -0.026 -0.006
H 1.515 2.023 -1.854 -0.094 0.098 -0.140 -0.046
N -0.894 2.867 1.615 -0.110 0.123 -0.542 0.031
C -0.583 3.697 0.557 -0.308 -0.087 0.329 0.014
C -0.369 5.072 0.728 0.004 0.017 -0.015 0.027
C -0.149 5.886 -0.382 -0.013 -0.038 0.011 0.003
C -0.151 5.364 -1.666 0.014 0.014 0.005 0.020
C -0.340 3.977 -1.877 0.016 -0.032 0.057 -0.137
C -0.320 3.353 -3.153 0.026 -0.056 -0.048 0.504
C -0.437 1.940 -3.220 0.036 0.097 -0.025 0.040
C -0.518 1.202 -2.060 -0.131 -0.015 0.141 0.070
N -0.527 1.753 -0.822 -0.134 0.094 0.126 0.275
C -0.511 3.129 -0.740 0.138 -0.055 -0.266 0.083
H -0.515 3.059 2.532 -0.049 0.200 0.104 -0.006
H -0.977 1.884 1.391 -0.052 0.066 -0.047 -0.005
H -0.400 5.490 1.728 -0.002 -0.014 -0.002 0.012
H 0.012 6.949 -0.234 0.013 0.000 -0.006 0.012
H 0.008 6.008 -2.525 0.001 0.005 0.000 -0.006
H -0.210 3.959 -4.044 0.017 -0.012 -0.010 0.047
H -0.421 1.426 -4.175 -0.010 0.003 -0.008 -0.001
H -0.537 0.115 -2.066 0.011 -0.008 -0.014 0.018
F 2.683 -2.708 2.242 -0.037 -0.017 0.000 0.000
C 1.392 -2.809 2.741 -0.008 0.327 0.493 0.000
F 1.579 -2.644 4.102 -0.052 0.008 -0.048 0.000
F 1.093 -4.134 2.617 -0.040 -0.019 -0.050 0.000
N -2.362 -0.142 1.372 0.020 -0.066 0.067 0.003
C -3.469 -0.151 1.053 0.051 -0.191 -0.002 -0.004
N -4.768 -0.154 0.742 -0.010 0.221 0.052 0.000
C -5.474 -1.417 0.562 0.073 0.006 -0.006 0.000
C -6.941 -1.159 0.839 -0.020 0.036 -0.009 0.000
O -7.453 -0.147 -0.018 0.002 -0.041 -0.001 0.000
C -6.750 1.076 0.152 0.014 0.020 -0.003 0.000
C -5.266 0.915 -0.118 -0.005 0.018 -0.038 -0.002
H -5.061 -2.162 1.240 -0.005 0.009 0.024 0.000
H -5.354 -1.776 -0.465 0.032 -0.052 -0.035 0.000
H -7.068 -0.854 1.887 0.000 -0.012 0.003 0.000
H -7.533 -2.054 0.652 -0.002 -0.002 -0.010 0.000
H -6.896 1.446 1.176 0.001 -0.010 0.003 0.000
H -7.190 1.785 -0.549 -0.004 0.005 0.008 0.000
H -4.731 1.835 0.112 0.010 0.000 -0.003 0.001
H -5.098 0.669 -1.174 0.012 -0.004 0.000 0.002
C 2.252 -1.409 -3.170 -0.028 -0.009 0.069 -0.006
C 2.876 -2.354 -2.139 0.022 0.011 0.041 -0.004
C 3.482 -1.536 -0.994 -0.028 -0.007 -0.028 0.007
C 1.898 -3.419 -1.688 -0.025 -0.064 -0.066 -0.001
C 2.210 -4.728 -2.001 0.003 -0.003 0.034 0.001
C 1.367 -5.798 -1.708 0.045 -0.023 0.030 0.000
C 0.126 -5.479 -1.164 -0.007 0.022 0.026 0.000
C -0.257 -4.188 -0.841 0.001 -0.020 -0.024 0.001
C -1.736 -3.996 -0.527 0.014 0.017 0.009 0.000
C -2.133 -3.863 0.954 0.020 0.010 -0.009 0.000
C -2.353 -2.867 -1.354 0.040 0.018 -0.002 -0.003
C 0.676 -3.070 -0.958 -0.138 0.132 -0.028 -0.003
N 0.472 -1.819 -0.569 0.077 0.152 -0.003 -0.006
H 2.958 -0.626 -3.483 0.055 -0.039 -0.069 0.001
H 1.374 -0.938 -2.726 -0.056 0.003 0.023 0.018
H 1.942 -1.962 -4.058 -0.001 0.044 -0.016 0.001
H 3.705 -2.888 -2.622 -0.004 0.027 -0.046 0.001
H 2.664 -0.964 -0.545 0.036 -0.007 0.023 -0.002
H 4.274 -0.887 -1.406 0.048 0.027 0.047 -0.001
H 3.919 -2.180 -0.227 -0.023 0.050 0.009 0.000
H 3.161 -4.923 -2.497 0.005 -0.001 0.010 0.000
H 1.648 -6.821 -1.928 -0.013 0.001 -0.023 0.000
H -0.600 -6.278 -1.012 -0.005 0.004 -0.017 0.000
H -2.204 -4.925 -0.876 0.000 -0.008 0.021 0.000
H -2.138 -2.822 1.279 0.025 0.011 0.010 0.000
H -1.448 -4.412 1.601 0.011 -0.028 0.011 0.000
H -3.144 -4.263 1.112 -0.006 0.038 -0.010 0.000
H -1.928 -1.907 -1.055 -0.014 -0.003 -0.002 0.004
H -3.440 -2.853 -1.224 -0.121 0.023 0.018 0.000
H -2.140 -3.011 -2.417 -0.003 0.001 0.004 0.000
```
Forces are in eV/Å.

Results
Energy (hartree): -2457.156133
Charge: -2
Spin multiplicity: 2
E_HOMO (spin up / spin down) (eV): 0.5 / -0.1
Kohn-Sham gap (spin up / spin down) (eV): 3.6 / 4.2